ORCA calculation (ωB97M-V with the def2-TZVPD basis set) on a structure of composition C14H30AsCrF6O14 at a distorted geometry.

Cartesian coordinates (Å):
1 Cr 0.7132 0.3215 0.0030
2 C -0.6204 2.9568 1.8238
3 O -0.0047 2.0627 0.9196
4 H -0.1435 3.0245 2.8016
5 H -0.5971 4.0074 1.5341
6 H -1.6412 2.6720 2.0789
7 C 0.9679 -2.6833 -1.4357
8 O 1.2225 -1.4560 -0.8952
9 H -0.0916 -2.9315 -1.4977
10 H 1.2955 -2.6155 -2.4731
11 H 1.4558 -3.5644 -1.0188
12 As 4.3811 1.1944 0.9407
13 F 6.0502 1.6574 1.5302
14 F 3.8226 2.8196 0.7447
15 F 2.7233 0.6493 0.3991
16 F 4.8763 -0.5196 1.0769
17 F 3.7407 1.1529 2.6146
18 F 4.8786 1.2072 -0.7832
19 C 0.4730 4.1989 -1.8279
20 O 1.1777 3.4799 -2.6945
21 C 1.4542 2.1835 -2.5826
22 O 1.2806 1.5296 -1.5830
23 O 1.6817 1.6228 -3.8228
24 C 1.7623 0.2034 -4.0255
25 H -0.4744 3.7630 -1.5108
26 H 0.3766 5.2107 -2.2216
27 H 1.1364 4.0075 -0.9844
28 H 2.2499 0.0061 -4.9803
29 H 0.8634 -0.3892 -3.8553
30 H 2.4029 -0.1753 -3.2291
31 C 1.7619 -1.0670 5.5236
32 O 1.3812 -0.4061 4.2885
33 C 1.5057 -1.0166 3.0955
34 O 1.1916 -0.4833 2.0002
35 O 1.6234 -2.3736 3.3437
36 C 1.3251 -3.2540 2.2929
37 H 1.3591 -0.4334 6.3139
38 H 2.8362 -1.2511 5.5157
39 H 1.2098 -1.9949 5.6731
40 H 1.4246 -4.3273 2.4549
41 H 2.1100 -2.8766 1.6375
42 H 0.4226 -3.0149 1.7304
43 C -3.2682 -1.1408 -2.4127
44 O -2.8739 0.0952 -3.0346
45 C -1.8981 0.8719 -2.4831
46 O -1.1589 0.4637 -1.5356
47 O -1.7136 2.0766 -3.1612
48 C -2.4772 2.3896 -4.3428
49 H -2.5037 -1.6497 -1.8255
50 H -3.6852 -1.6905 -3.2565
51 H -4.0896 -1.0856 -1.6983
52 H -2.5201 3.4440 -4.6158
53 H -3.4481 1.8943 -4.3336
54 H -1.8318 1.9675 -5.1131
55 C -2.8566 -3.8038 1.1895
56 O -1.7175 -2.8444 1.0265
57 C -1.8733 -1.5330 1.1958
58 O -1.1243 -0.6213 0.8890
59 O -3.0176 -1.2245 1.7147
60 C -3.4355 0.0311 2.2401
61 H -2.4932 -4.7594 0.8114
62 H -3.7255 -3.5833 0.5693
63 H -3.1961 -3.8069 2.2253
64 H -3.6007 0.8345 1.5221
65 H -2.6414 0.5326 2.7932
66 H -4.4141 0.0446 2.7199

Atoms 1-6, force components in eV/Å:
Cr 0.28 0.17 1.03
C 0.82 -1.12 0.17
O 0.32 -0.86 -1.10
H 0.55 -0.48 0.27
H -0.15 0.08 -0.83
H -0.48 -0.04 -0.33

## Properties
**Total charge**: 0
**HOMO-LUMO gap (alpha / beta)**: 6.8 / 8.1 eV
**2S+1**: 4
**Lowest unoccupied orbital energy (alpha / beta)**: -1.364 / -0.056 eV
**Energy**: -149232.230 eV

ORCA calculation (ωB97M-V with the def2-TZVPD basis set) on a structure of composition C14H30BBr2IN2O5P at a distorted geometry.

Cartesian coordinates (Å):
1 C 0.1558 3.8360 1.2100
2 C 1.2910 2.7943 1.3781
3 B 0.7235 1.3204 1.4680
4 O 0.4645 0.7945 2.6792
5 C 0.4190 0.5787 0.0676
6 O -0.7414 1.2581 -0.4332
7 C -1.9781 0.6438 -0.6751
8 C -2.7415 1.5524 -1.6697
9 N -2.4491 2.9621 -1.4651
10 C -3.2378 3.5705 -0.3733
11 C -1.7912 -0.7388 -1.3040
12 N -0.3385 -1.1437 -1.4467
13 P -0.2495 -2.6193 -2.4331
14 O 0.9433 -2.5313 -3.2601
15 O -0.4552 -3.8548 -1.4912
16 O -1.5202 -2.6180 -3.3782
17 C 0.4857 -0.9774 -0.0973
18 C 1.9840 -1.2458 -0.4583
19 I 2.6630 -3.3084 -0.5492
20 C 3.0177 -0.5235 0.4304
21 C 3.6173 0.7824 -0.1583
22 C -0.1204 -1.9031 0.9998
23 Br -1.7577 -1.2686 1.8451
24 C 0.8303 -2.4634 2.1353
25 C 0.7239 -4.0098 2.1265
26 Br 0.3187 -2.0229 3.9688
27 H -0.6385 3.6938 1.9363
28 H 0.5786 4.8333 1.2770
29 H -0.2432 3.7417 0.2041
30 H 1.9294 2.9106 0.5049
31 H 1.9143 3.0201 2.2427
32 H 0.2668 1.4423 3.3575
33 H 1.1905 0.9417 -0.6096
34 H -2.6093 0.5874 0.2051
35 H -3.8142 1.3419 -1.5891
36 H -2.4435 1.3194 -2.6930
37 H -2.7000 3.4174 -2.3303
38 H -4.0855 2.9392 -0.1024
39 H -3.6162 4.5327 -0.6965
40 H -2.6023 3.6951 0.4970
41 H -2.2415 -0.6947 -2.2884
42 H -2.3005 -1.5315 -0.7629
43 H 0.0790 -0.4420 -2.0675
44 H -0.0299 -4.6088 -1.9309
45 H -2.3578 -2.7553 -2.9150
46 H 2.1419 -0.8951 -1.4736
47 H 3.8863 -1.1578 0.5535
48 H 2.6829 -0.3772 1.4554
49 H 4.6838 0.6734 -0.3130
50 H 3.1538 1.0641 -1.0984
51 H 3.4826 1.5849 0.5554
52 H -0.4799 -2.7993 0.5105
53 H 1.8684 -2.2050 2.0017
54 H 1.6002 -4.4183 2.6159
55 H 0.5870 -4.4069 1.1279
56 H -0.1403 -4.3115 2.7096

Atoms 1-6, force components in eV/Å:
C 0.61 -0.22 -0.27
C -0.46 -0.02 -0.44
B 0.50 0.95 0.10
O -0.73 -0.66 -0.45
C 0.21 -0.56 0.41
O 0.06 -0.04 -0.10

## Properties
**Total charge**: +1
**HOMO-LUMO gap**: 9.1 eV
**Energy above the lowest of the compared OMol25 structures with the same formula, charge and spin**: 65.6 kJ/mol
**Lowest unoccupied orbital energy**: -2.772 eV
**Energy**: -186368.252 eV

ORCA calculation (ωB97M-V with the def2-TZVPD basis set) on a structure of composition C14H30BrClO7S3Ta at a distorted geometry.

Cartesian coordinates (Å):
1 C 1.5249 3.1316 2.4534
2 C 1.3347 4.3107 1.3859
3 Br -0.1442 5.4750 2.0260
4 C 1.1453 3.7744 -0.1373
5 Ta -0.9924 2.8729 -0.3888
6 C -0.2017 0.7123 -0.6423
7 C 0.0364 -0.0801 0.7266
8 O 1.1450 -0.6699 0.8446
9 Cl -1.2048 -0.1304 2.0882
10 C -3.2370 2.1532 -0.3985
11 S -4.0451 2.8782 1.1376
12 O -3.9147 4.3870 1.0476
13 O -5.4581 2.4025 1.3485
14 H 1.7097 2.1606 1.8662
15 H 2.3930 3.2811 3.1702
16 H 0.5394 2.9894 2.9989
17 H 2.2849 4.9559 1.3670
18 H 1.2364 4.6581 -0.8473
19 H 1.9269 2.9599 -0.2813
20 H -0.9485 3.0358 -2.2411
21 H -1.6694 4.5966 -0.3372
22 H -1.0456 2.6875 1.4481
23 H -0.9258 0.1115 -1.3042
24 H 0.7915 0.7372 -1.2088
25 H -3.2915 1.0025 -0.3535
26 H -3.7779 2.4861 -1.3573
27 H -3.1886 2.5002 2.1907
28 C -4.0759 -4.8529 2.0615
29 C -2.5911 -5.1525 1.8422
30 C -2.2107 -4.6039 0.4653
31 S -3.3202 -3.2355 0.1481
32 O -4.1686 -3.5805 -0.9697
33 O -2.5770 -1.9997 0.1988
34 C -4.2692 -3.3990 1.6502
35 H -4.3743 -5.0192 3.0985
36 H -4.6824 -5.5060 1.4257
37 H -2.0005 -4.6501 2.6148
38 H -2.3799 -6.2219 1.9122
39 H -1.1810 -4.2460 0.4447
40 H -2.3612 -5.3487 -0.3178
41 H -5.3105 -3.1401 1.4618
42 H -3.8407 -2.7201 2.3907
43 C 5.4072 -0.9325 -3.0652
44 C 4.6060 -1.6165 -1.9546
45 C 4.0521 -0.5180 -1.0444
46 S 3.8683 0.9356 -2.0708
47 O 4.7877 1.9480 -1.6049
48 O 2.4624 1.2031 -2.2684
49 C 4.5324 0.2114 -3.5609
50 H 5.6562 -1.6255 -3.8718
51 H 6.3433 -0.5386 -2.6564
52 H 3.7785 -2.1802 -2.3971
53 H 5.2189 -2.3231 -1.3907
54 H 3.0811 -0.7907 -0.6268
55 H 4.7478 -0.2766 -0.2394
56 H 5.0847 0.9622 -4.1251
57 H 3.6938 -0.1623 -4.1525

Atoms 1-6, force components in eV/Å:
C -0.48 -0.47 -0.83
C 2.02 -0.74 -0.70
Br 0.65 0.01 -0.21
C -0.95 0.31 1.79
Ta 0.80 0.82 -0.19
C -0.48 -1.38 0.50

## Properties
**Total charge**: -1
**HOMO-LUMO gap**: 7.2 eV
**Energy above the lowest of the compared OMol25 structures with the same formula, charge and spin**: 288.8 kJ/mol
**Lowest unoccupied orbital energy**: 2.111 eV
**Energy**: -145952.479 eV